1.
Entry from the Open Molecules 2025 dataset: one molecule with the formula C18H20N2O3 (ωB97M-V with the def2-TZVPD basis set).

The value obtained for the energy relative to the best compared isomer or geometry (same formula, charge and spin) is 80.7 kcal/mol. For the LUMO energy, the calculation gives -0.59 eV. The highest occupied orbital energy comes out at -9.132 eV. For the gap between HOMO and LUMO, the calculation gives 8.54 eV. Its net charge is 0. As for the SMILES: Cc1cc(C(=O)N[C@H](C)CCc2ccccc2)ccc1[N+](=O)[O-].

The geometry in XYZ format:
```
43
Properties=species:S:1:pos:R:3:forces:R:3
C 4.341 1.374 -3.114 0.090 0.184 -0.209
C 3.724 0.306 -2.275 0.330 -0.213 0.072
C 2.399 0.437 -1.870 -0.023 -0.196 0.159
C 1.767 -0.522 -1.092 0.252 -0.231 -0.101
C 0.329 -0.408 -0.681 0.150 0.182 -0.043
O -0.395 -1.380 -0.617 -0.064 -0.289 0.050
N -0.076 0.848 -0.391 -0.042 0.337 -0.007
C -1.416 1.149 0.078 -0.085 0.048 0.066
C -2.043 2.210 -0.822 0.013 -0.287 0.113
C -1.370 1.583 1.549 -0.178 -0.144 -0.113
C -2.728 1.446 2.249 0.209 0.002 -0.016
C -3.170 0.010 2.289 -0.121 0.108 0.050
C -4.144 -0.466 1.422 0.007 0.026 0.049
C -4.510 -1.801 1.435 -0.058 -0.083 -0.059
C -3.903 -2.678 2.315 -0.051 -0.098 -0.017
C -2.933 -2.213 3.187 0.057 -0.060 0.057
C -2.570 -0.879 3.173 -0.010 0.015 -0.014
C 2.465 -1.663 -0.704 -0.141 0.207 -0.090
C 3.784 -1.810 -1.070 0.229 0.012 -0.084
C 4.412 -0.838 -1.847 -1.389 0.128 0.348
N 5.791 -1.078 -2.184 0.613 -0.192 -0.010
O 6.281 -0.473 -3.114 0.096 0.112 -0.254
O 6.393 -1.890 -1.510 0.204 -0.146 0.102
H 5.297 1.695 -2.706 -0.011 0.062 -0.044
H 3.676 2.232 -3.185 -0.067 0.034 0.028
H 4.540 0.998 -4.116 0.030 0.078 -0.021
H 1.847 1.305 -2.204 -0.020 0.091 -0.042
H 0.593 1.601 -0.385 0.076 -0.140 -0.011
H -1.971 0.209 -0.003 0.110 0.161 0.004
H -3.065 2.410 -0.515 -0.151 0.105 0.016
H -2.056 1.867 -1.853 -0.025 -0.001 -0.090
H -1.478 3.139 -0.768 0.043 0.128 -0.002
H -1.027 2.619 1.615 0.095 0.035 0.009
H -0.647 0.951 2.069 0.024 0.039 0.009
H -2.630 1.827 3.268 -0.080 0.055 -0.037
H -3.474 2.053 1.734 -0.058 0.042 0.060
H -4.623 0.214 0.731 -0.044 0.088 -0.065
H -5.268 -2.157 0.752 -0.058 -0.032 -0.052
H -4.184 -3.721 2.323 -0.024 -0.080 0.001
H -2.456 -2.893 3.879 0.031 -0.051 0.055
H -1.814 -0.521 3.857 0.084 0.043 0.076
H 1.957 -2.416 -0.123 -0.034 -0.084 0.035
H 4.353 -2.678 -0.774 -0.010 0.006 0.025
```
Positions in Å, forces in eV/Å.

Atom charges from the Mulliken analysis, given in e for atoms 1 to 2: -1.3925 0.9424

=====

2.
Entry from the Open Molecules 2025 dataset: one molecule with the formula C18H20N2O3S (ωB97M-V with the def2-TZVPD basis set).

The value obtained for the energy relative to the best compared isomer or geometry (same formula, charge and spin) is 530.0 kcal/mol. For the LUMO energy, the calculation gives 0.32 eV. The highest occupied orbital energy comes out at -7.984 eV. For the gap between HOMO and LUMO, the calculation gives 8.30 eV. Its net charge is 0. As for the SMILES: CCC(=O)N1CCc2cc(S(=O)(=O)Nc3ccccc3C)ccc21.

The geometry in XYZ format:
```
44
Properties=species:S:1:pos:R:3:forces:R:3
C 0.457 -4.240 -3.819 2.444 1.569 -3.735
C 0.001 -2.704 -4.012 -2.888 -2.474 6.328
C 0.650 -1.693 -3.080 -5.841 -5.722 5.250
O 1.700 -1.274 -3.145 5.409 3.285 -1.235
N -0.006 -1.771 -1.553 7.156 2.602 -8.420
C -1.296 -2.310 -1.359 6.058 -4.385 5.125
C -1.253 -2.064 0.203 -5.397 11.063 -6.215
C -0.227 -1.057 0.387 7.561 3.067 5.501
C 0.358 -0.473 1.754 -6.582 -4.325 -0.640
C 1.589 0.093 1.869 -2.784 0.500 -1.921
S 1.795 1.209 3.195 2.840 -10.941 8.670
O 1.084 0.514 4.544 2.339 3.077 -6.057
O 3.245 1.306 3.390 -1.757 1.547 -0.808
N 1.041 2.487 2.932 5.809 8.718 -3.653
C 0.036 2.670 2.120 -14.032 -5.620 3.099
C -1.222 1.950 2.908 -2.363 0.581 2.513
C -2.694 1.976 2.402 19.203 4.128 -1.376
C -2.631 2.345 1.181 -15.757 -5.790 3.208
C -1.848 2.937 0.553 11.412 8.518 -12.758
C -0.540 2.976 0.930 8.109 3.390 -1.355
C 0.747 3.612 0.079 -13.588 8.247 -0.946
C 2.216 0.232 0.623 6.585 3.912 5.949
C 1.991 -0.286 -0.538 -4.283 -2.135 -0.091
C 0.800 -0.982 -0.649 -9.216 -2.464 2.597
H 0.004 -4.852 -4.711 0.423 1.075 2.080
H 1.662 -4.308 -4.089 -3.052 0.030 1.430
H 0.122 -4.508 -2.834 0.409 -0.774 0.168
H -1.094 -2.739 -3.570 1.722 0.413 -2.294
H 0.242 -2.264 -4.849 0.177 1.464 -5.412
H -1.990 -1.840 -1.856 -4.049 2.124 -2.666
H -1.028 -3.433 -1.603 -2.084 1.817 0.489
H -1.314 -2.805 0.705 0.093 -9.415 6.485
H -2.315 -1.470 0.483 2.303 -1.575 -0.574
H -0.399 -0.728 2.687 2.362 1.132 -2.237
H 1.771 3.118 2.287 -0.689 -1.482 2.687
H -1.106 1.443 4.119 0.181 1.781 -3.955
H -3.241 1.593 2.936 -10.938 -6.995 9.283
H -3.621 2.225 0.820 -1.238 0.224 -1.561
H -2.040 3.365 -0.546 0.307 -1.085 2.527
H 0.273 4.024 -0.943 1.306 -0.970 2.019
H 1.075 4.460 0.560 1.110 1.782 1.220
H 1.319 2.964 -0.088 8.824 -9.485 -2.492
H 3.251 0.755 0.955 -1.881 -0.887 -1.902
H 2.439 -0.450 -1.378 4.277 0.477 -4.325
```
Positions in Å, forces in eV/Å.

Atom charges from the Mulliken analysis, given in e for atoms 1 to 2: -0.7761 -0.9934

=====

3.
Entry from the Open Molecules 2025 dataset: one molecule with the formula C18H20N2O4S (ωB97M-V with the def2-TZVPD basis set).

The value obtained for the energy relative to the best compared isomer or geometry (same formula, charge and spin) is 38.2 kcal/mol. For the LUMO energy, the calculation gives 0.29 eV. The highest occupied orbital energy comes out at -7.407 eV. For the gap between HOMO and LUMO, the calculation gives 7.69 eV. Its net charge is 0. As for the SMILES: CCOC(=O)c1cc(NC(=O)c2cccs2)ccc1N1CCOCC1.

The geometry in XYZ format:
```
45
Properties=species:S:1:pos:R:3:forces:R:3
C 1.197 5.137 -1.059 -0.140 -0.397 -0.021
C 0.679 3.909 -1.794 -0.131 0.531 -0.237
O 0.634 2.757 -0.951 0.206 -0.201 0.132
C -0.442 2.615 -0.162 -0.192 0.208 -0.045
O -1.334 3.429 -0.112 0.138 -0.026 -0.145
C -0.417 1.288 0.510 0.021 -0.271 0.195
C -0.323 0.233 -0.398 -0.060 -0.356 0.141
C -0.349 -1.096 -0.006 -0.062 0.430 0.376
N -0.249 -2.079 -0.992 0.021 -0.042 -0.442
C -0.248 -3.435 -0.844 -0.007 0.098 0.128
O -0.343 -4.020 0.218 -0.009 0.044 0.048
C -0.119 -4.179 -2.108 0.073 -0.326 -0.699
C -0.101 -5.543 -2.215 -0.029 0.483 0.266
C 0.032 -5.994 -3.542 0.025 0.027 -0.238
C 0.113 -4.972 -4.434 -0.008 0.332 0.056
S 0.030 -3.438 -3.674 -0.021 -0.565 0.262
C -0.491 -1.378 1.352 0.072 -0.103 -0.074
C -0.565 -0.347 2.255 0.012 0.184 -0.145
C -0.507 1.012 1.891 -0.075 -0.304 -0.379
N -0.543 1.929 2.921 -0.199 0.259 0.353
C 0.313 1.744 4.080 0.457 0.177 0.061
C 1.585 2.594 3.922 -0.087 -0.361 0.174
O 1.285 3.958 3.744 0.026 0.125 0.074
C 0.454 4.147 2.617 -0.380 -0.026 -0.045
C -0.838 3.336 2.760 0.098 0.339 -0.113
H 1.305 5.959 -1.762 0.024 0.111 -0.063
H 0.497 5.430 -0.281 -0.020 0.061 0.041
H 2.165 4.929 -0.609 0.099 0.024 0.027
H 1.348 3.630 -2.611 -0.117 0.011 0.089
H -0.327 4.102 -2.181 0.183 -0.067 -0.022
H -0.238 0.470 -1.449 0.042 0.027 -0.095
H -0.161 -1.719 -1.933 -0.023 -0.094 0.212
H -0.181 -6.183 -1.356 -0.018 -0.061 0.190
H 0.065 -7.031 -3.822 0.008 -0.159 -0.076
H 0.218 -5.021 -5.500 0.021 -0.067 -0.212
H -0.549 -2.401 1.683 -0.003 -0.016 0.023
H -0.706 -0.593 3.296 -0.011 0.002 0.083
H 0.601 0.702 4.198 -0.048 0.032 0.041
H -0.233 2.073 4.971 0.065 -0.077 0.012
H 2.203 2.532 4.819 0.010 -0.071 -0.059
H 2.158 2.219 3.058 -0.024 0.012 0.078
H 0.244 5.216 2.568 -0.007 -0.030 -0.092
H 0.992 3.837 1.709 -0.001 0.070 0.011
H -1.503 3.497 1.917 0.036 -0.002 0.188
H -1.347 3.663 3.675 0.037 0.035 -0.060
```
Positions in Å, forces in eV/Å.

Atom charges from the Mulliken analysis, given in e for atoms 1 to 2: -1.0467 -0.2894

=====

4.
Entry from the Open Molecules 2025 dataset: one molecule with the formula C18H20N2O6 (ωB97M-V with the def2-TZVPD basis set).

The value obtained for the energy relative to the best compared isomer or geometry (same formula, charge and spin) is 59.8 kcal/mol. For the LUMO energy, the calculation gives -0.29 eV. The highest occupied orbital energy comes out at -8.529 eV. For the gap between HOMO and LUMO, the calculation gives 8.24 eV. Its net charge is 0. As for the SMILES: COc1cc(/C=C/C(=O)OCC(=O)N2CCOCC2)ccc1OCC#N.

The geometry in XYZ format:
```
46
Properties=species:S:1:pos:R:3:forces:R:3
C -5.287 -1.234 -2.189 0.018 -0.183 -0.194
O -5.600 -0.381 -1.112 0.163 0.508 0.293
C -4.574 0.206 -0.420 -0.281 0.018 0.118
C -3.259 0.199 -0.853 0.163 0.075 0.065
C -2.237 0.847 -0.151 -0.694 0.050 0.307
C -0.895 0.792 -0.682 0.881 0.161 -0.038
C 0.207 1.358 -0.168 -0.511 -0.132 -0.044
C 1.495 1.208 -0.842 0.097 -0.346 -0.547
O 1.694 0.581 -1.860 -0.075 0.161 0.120
O 2.465 1.852 -0.168 -0.098 0.051 0.333
C 3.774 1.874 -0.722 0.437 0.100 -0.396
C 4.807 1.329 0.271 -0.398 0.203 -0.183
O 5.663 2.064 0.724 0.179 0.345 -0.027
N 4.707 0.032 0.624 0.101 -0.335 0.221
C 3.870 -0.991 0.039 0.044 -0.359 -0.277
C 4.765 -2.095 -0.543 -0.345 0.148 -0.035
O 5.636 -2.627 0.426 -0.004 -0.168 0.035
C 6.464 -1.620 0.964 -0.009 0.269 0.257
C 5.631 -0.510 1.606 0.368 -0.093 0.021
C -2.568 1.520 1.026 0.053 -0.141 -0.242
C -3.867 1.517 1.479 -0.238 -0.131 -0.113
C -4.884 0.864 0.786 0.424 -0.054 -0.188
O -6.114 0.962 1.368 -0.113 0.036 -0.063
C -7.174 0.101 1.000 -0.523 0.591 -0.141
C -6.818 -1.303 1.080 0.040 -0.062 0.151
N -6.507 -2.400 1.155 0.091 -0.600 0.055
H -4.605 -2.030 -1.879 -0.011 0.023 -0.001
H -4.859 -0.680 -3.029 -0.004 -0.030 0.044
H -6.236 -1.674 -2.494 0.099 -0.002 -0.027
H -3.003 -0.309 -1.769 -0.006 -0.068 -0.105
H -0.769 0.232 -1.601 0.061 -0.030 -0.067
H 0.220 1.943 0.737 -0.103 0.064 0.131
H 3.787 1.322 -1.670 0.016 0.107 0.187
H 4.036 2.921 -0.905 -0.016 -0.251 0.076
H 3.237 -0.601 -0.753 0.011 0.037 0.036
H 3.236 -1.418 0.825 -0.011 0.011 -0.088
H 4.156 -2.927 -0.899 0.008 0.081 -0.044
H 5.346 -1.684 -1.383 -0.064 -0.025 0.035
H 7.096 -2.107 1.708 0.015 0.087 -0.040
H 7.097 -1.191 0.172 -0.025 -0.024 0.070
H 6.268 0.302 1.958 -0.072 -0.126 0.014
H 5.054 -0.921 2.441 0.052 0.013 -0.014
H -1.810 2.035 1.592 0.089 0.071 0.089
H -4.137 2.020 2.395 -0.035 0.045 0.109
H -7.968 0.308 1.727 0.161 -0.049 -0.207
H -7.541 0.316 -0.013 0.067 -0.045 0.318
```
Positions in Å, forces in eV/Å.

Atom charges from the Mulliken analysis, given in e for atoms 1 to 2: -0.9830 -0.4009

=====

Largest force on an atom in eV/A, matching the order above: 1.44 19.69 0.77 0.90